1.
40
Properties=species:S:1:pos:R:3:forces:R:3:lowdin_charge:R:1 method="wB97M-V/def2-TZVPD" multiplicity=1 max_force_ha_per_bohr=0.1513 energy_ha=-9506.20314 lumo_energy_ev=-4.255 charge=+1 gap_ev=7.29 relative_energy_kcal_mol=67.5
C 4.03996 -1.61385 -0.28316 -0.74 -0.42 -0.21 -0.18
C 3.28673 -3.02116 -0.00078 0.02 1.60 1.26 -0.49
S 1.84097 -3.17550 -1.20422 0.15 -0.06 0.56 0.78
C 0.40135 -2.58089 -0.18422 0.32 0.49 0.29 -0.44
C -0.83327 -2.04440 -1.03446 -1.35 2.45 2.46 -0.13
N -1.37628 -2.43458 -2.32240 -2.71 4.21 2.99 0.15
C -2.53486 -1.60028 -2.53989 1.60 0.00 2.22 0.05
N -2.69866 -0.71307 -1.39564 2.12 -2.73 -1.22 -0.13
S -4.03390 0.41031 -1.32036 -5.06 4.53 -3.80 0.77
C -4.90781 0.09711 0.30386 0.40 -1.18 1.19 -0.11
O -5.06796 0.09785 -2.39461 3.62 -0.90 3.13 -0.33
O -3.62670 1.84143 -1.50864 0.47 -4.10 1.74 -0.30
C -1.65815 -0.92005 -0.38005 1.31 -3.72 -3.21 -0.07
C -1.42571 -0.17653 1.02547 0.39 -0.05 -1.14 -0.12
C -0.80436 1.27199 0.67457 -0.04 0.74 0.37 -0.31
C -0.77212 2.27903 1.95073 -1.23 -0.75 -1.08 -0.61
I 0.75579 3.79508 1.48831 -0.93 -0.71 0.52 0.75
H 3.25144 -0.76734 -0.25057 1.28 -1.34 0.00 0.06
H 4.46427 -1.63274 -1.34500 -0.34 0.13 1.65 0.08
H 4.82731 -1.41228 0.52028 -0.96 -0.33 -1.29 0.08
H 3.97655 -3.92726 -0.02477 -1.13 1.21 -0.30 0.09
H 2.85799 -2.93021 1.07173 0.54 -0.48 -1.75 0.09
H 0.15116 -3.40500 0.56465 -0.18 1.11 -1.16 0.10
H 0.79035 -1.68046 0.42916 -0.80 -1.37 -1.10 0.08
H -1.00616 -3.18078 -2.92630 -0.36 0.61 0.27 0.18
H -3.26024 -1.58250 -3.42156 1.29 -0.10 1.46 0.17
H -4.73752 0.93407 1.06008 -0.17 -0.87 -1.44 0.09
H -6.01864 -0.08050 0.07375 1.83 0.54 -0.03 0.10
H -4.49855 -0.86998 0.78638 -0.58 1.45 -0.97 0.08
H -0.67424 -0.78943 1.65187 -1.30 0.86 -1.18 0.13
H -2.39257 -0.13742 1.63250 1.25 0.10 -1.00 0.11
H -1.43011 1.77475 -0.16003 1.05 -0.83 1.37 0.10
H 0.27259 1.19748 0.29372 -1.60 -0.35 0.42 0.08
H -1.80230 2.79573 1.96130 1.79 -0.67 0.38 0.06
H -0.56177 1.73092 2.92904 -0.11 0.98 -1.37 0.06
C 5.08241 4.49390 0.97105 0.18 0.05 0.07 -1.60
Br 6.59490 4.81564 -0.19850 -0.39 -0.07 0.22 0.58
Br 3.73796 5.88569 0.80690 0.23 -0.29 -0.02 0.52
Br 4.33382 2.72355 0.70673 0.26 0.28 -0.03 0.49
H 5.45632 4.53169 1.99309 -0.13 -0.02 -0.28 -0.02

2.
45
Properties=species:S:1:pos:R:3:forces:R:3:lowdin_charge:R:1 method="wB97M-V/def2-TZVPD" multiplicity=1 max_force_ha_per_bohr=0.0327 energy_ha=-2126.08927 lumo_energy_ev=-4.531 charge=+1 gap_ev=7.63
Tl 0.25508 0.78974 -1.24785 0.57 1.49 -0.53 1.03
C 2.06911 0.52681 3.99973 -0.08 0.00 0.05 0.02
C 2.73132 0.28467 2.70045 -0.06 -0.04 -0.06 -0.30
N 3.99552 0.12221 2.51124 0.21 0.02 0.20 0.16
N 4.14220 -0.09725 1.17719 -0.30 0.01 -0.14 0.06
C 2.98661 -0.08161 0.51559 0.04 0.01 0.21 -0.73
S 2.72088 -0.40050 -1.11561 -0.70 0.09 -0.52 0.73
N 2.06583 0.17300 1.48345 0.32 0.07 0.19 -0.06
N 0.73068 0.36690 1.19056 0.10 -0.13 0.19 0.07
H 2.83023 0.53343 4.77507 0.00 0.03 -0.01 0.10
H 1.35198 -0.26441 4.22321 -0.01 0.01 -0.02 0.10
H 1.54500 1.48344 4.01598 0.02 0.01 -0.01 0.09
H 5.05793 -0.24587 0.78429 0.03 -0.05 0.00 0.18
H 0.34192 1.13721 1.72226 0.01 0.05 0.07 0.12
H 0.16516 -0.46356 1.34724 0.00 -0.05 0.10 0.12
N 0.62049 8.29935 -1.80872 -0.05 -0.06 -0.01 0.18
C 0.45204 7.16365 -1.78020 -0.01 0.25 -0.04 -0.17
C 0.29220 5.74003 -1.71967 0.00 -0.23 0.07 -0.21
C 0.09947 5.13110 -0.48056 -0.03 -0.03 0.07 -0.01
C 0.04106 3.74789 -0.39487 -0.01 0.24 -0.14 -0.11
C 0.17366 3.01140 -1.55778 0.16 -1.37 0.26 -0.24
C 0.31846 3.58828 -2.80206 0.01 0.19 -0.07 -0.09
C 0.37101 4.97406 -2.88030 -0.02 -0.05 -0.04 0.00
H -0.00187 5.73556 0.41042 0.04 0.04 -0.02 0.13
H -0.12675 3.27568 0.56410 0.01 0.04 0.03 0.09
H 0.38538 3.00027 -3.70648 0.03 -0.01 0.02 0.11
H 0.47825 5.45368 -3.84342 0.04 0.05 0.03 0.13
C -1.73788 -6.41775 -0.01866 -0.05 0.04 0.01 -0.04
C -1.88297 -4.93308 -0.19082 0.00 -0.03 0.00 -0.25
C -0.75816 -4.12321 -0.34510 -0.04 0.06 0.04 -0.02
C -0.89427 -2.76074 -0.53866 -0.01 0.00 0.02 -0.07
C -2.16328 -2.19955 -0.59718 0.03 0.12 -0.13 -0.28
C -3.29276 -2.98427 -0.44060 -0.11 0.20 -0.01 -0.03
C -3.14531 -4.34386 -0.22264 0.07 -0.01 0.01 -0.01
S -2.30913 -0.48115 -0.97917 -0.32 -0.33 0.31 0.55
O -1.54728 0.24636 0.09919 -0.28 -0.28 -0.24 -0.42
O -3.67514 -0.10782 -1.09691 0.00 -0.09 -0.07 -0.23
O -1.47897 -0.29000 -2.22323 0.32 -0.02 0.21 -0.39
H -0.69112 -6.71276 0.01560 0.00 -0.02 0.01 0.08
H -2.21220 -6.94001 -0.85051 0.00 -0.03 0.02 0.09
H -2.22273 -6.74854 0.90035 0.00 -0.03 -0.01 0.09
H 0.22640 -4.57348 -0.32965 0.01 0.02 0.02 0.12
H -0.01547 -2.13851 -0.67076 0.08 -0.10 -0.06 0.07
H -4.26688 -2.51710 -0.50536 -0.02 -0.08 0.02 0.12
H -4.02569 -4.95972 -0.08916 0.00 -0.01 -0.03 0.13

3.
62
Properties=species:S:1:pos:R:3:forces:R:3:lowdin_charge:R:1 method="wB97M-V/def2-TZVPD" multiplicity=1 max_force_ha_per_bohr=0.0043 energy_ha=-4003.89245 lumo_energy_ev=-7.546 charge=+3 gap_ev=10.04 relative_energy_kcal_mol=0.0
Y -0.63316 -1.35845 -0.17742 0.09 -0.12 -0.12 1.55
C 2.32644 -1.41326 -1.87203 0.01 0.00 -0.01 -0.02
O 1.01472 -2.02389 -1.75057 -0.05 0.01 0.04 -0.32
C 1.02353 -3.39261 -2.21435 0.13 0.00 0.04 -0.13
C -0.39905 -3.87158 -2.27097 -0.20 -0.08 0.05 -0.11
O -1.05837 -3.52540 -1.02993 0.10 -0.04 0.07 -0.29
C -1.47130 -4.56259 -0.10515 -0.02 0.08 -0.05 -0.11
C -0.72980 -4.35990 1.19223 0.03 0.00 -0.02 -0.13
O -0.80964 -2.95225 1.52748 0.00 -0.03 0.00 -0.34
C -0.38645 -2.70035 2.89245 0.00 0.01 0.01 -0.01
H 2.62532 -1.42160 -2.91896 0.00 0.00 0.00 0.11
H 3.04468 -1.96223 -1.26467 0.00 0.00 -0.01 0.12
H 2.24971 -0.39466 -1.50620 -0.01 0.00 0.01 0.09
H 1.62951 -3.98987 -1.52791 0.01 0.02 0.01 0.15
H 1.47282 -3.44118 -3.20811 0.01 0.02 0.00 0.15
H -0.43498 -4.94786 -2.43467 -0.01 0.00 0.00 0.15
H -0.95402 -3.37851 -3.06919 0.00 0.00 0.01 0.14
H -1.26608 -5.55012 -0.51589 0.02 0.01 -0.02 0.15
H -2.54646 -4.45522 0.03629 0.00 0.00 -0.03 0.13
H 0.32495 -4.63466 1.11245 0.00 0.00 0.01 0.15
H -1.19172 -4.94675 1.98751 0.00 0.00 0.00 0.15
H -1.06625 -3.20380 3.57712 0.00 0.00 0.00 0.11
H -0.42484 -1.62625 3.05617 0.00 0.00 -0.01 0.09
H 0.63448 -3.05299 3.03225 0.00 0.00 0.00 0.12
N -1.25793 0.85791 0.86839 0.02 -0.03 0.11 0.00
C -0.03956 1.63870 1.24391 0.01 0.00 -0.03 -0.26
C 0.23374 2.68537 0.15338 -0.04 -0.04 -0.01 -0.14
C 1.50207 3.53673 0.26768 0.02 -0.01 0.00 -0.15
C 1.59870 4.47878 1.46914 0.00 0.00 0.01 -0.15
N 2.13421 3.79188 2.64471 0.02 -0.01 -0.04 0.09
C 2.65737 4.41279 3.69553 -0.01 0.00 0.02 -0.42
N 3.31810 3.70533 4.61361 0.01 0.00 0.00 0.22
N 2.52010 5.72735 3.85080 0.00 0.01 -0.01 0.23
C 1.15376 0.68550 1.40620 -0.03 0.17 0.02 -0.56
O 2.12963 1.04037 2.03450 -0.01 -0.06 0.01 0.09
O 1.03390 -0.45956 0.79952 -0.01 -0.03 -0.05 -0.17
H -1.88523 1.44743 0.32416 0.04 0.01 -0.03 0.10
H -1.79068 0.65038 1.71225 0.00 0.02 0.01 0.10
H -0.19538 2.14363 2.19923 0.01 -0.02 0.01 0.16
H -0.63569 3.34928 0.11669 0.01 0.01 -0.01 0.13
H 0.26630 2.16636 -0.81277 0.00 0.00 0.00 0.12
H 1.53554 4.15983 -0.62637 -0.01 0.00 0.00 0.13
H 2.39659 2.91162 0.23008 0.00 0.01 0.01 0.12
H 0.61864 4.91235 1.69404 -0.01 0.00 -0.01 0.13
H 2.27166 5.29688 1.20403 0.00 0.00 0.01 0.13
H 2.24656 2.77841 2.57427 -0.02 0.01 0.01 0.10
H 3.57584 2.74897 4.43742 -0.01 0.00 0.00 0.13
H 3.67034 4.13441 5.45264 0.00 0.00 0.00 0.14
H 1.94760 6.27331 3.23130 0.00 0.00 0.00 0.12
H 2.98659 6.21651 4.59668 0.00 0.00 0.00 0.14
O -4.65089 0.03892 -5.09443 -0.03 0.00 -0.02 0.17
C -3.71791 -0.17266 -4.19216 0.06 0.00 0.06 -0.27
C -2.34192 -0.00087 -4.40628 -0.01 0.00 -0.03 0.05
C -1.47409 -0.25801 -3.37575 0.00 -0.01 0.00 -0.10
N -1.87093 -0.66917 -2.15194 -0.08 0.05 -0.01 -0.10
C -3.18822 -0.82157 -1.98642 0.00 0.00 0.03 -0.67
Br -3.69142 -1.41231 -0.23382 -0.02 0.03 -0.07 0.91
C -4.15197 -0.60150 -2.92609 -0.04 -0.01 -0.02 0.01
H -4.30687 0.33217 -5.95050 0.01 0.00 0.00 0.16
H -1.96054 0.32677 -5.36432 -0.01 0.00 0.00 0.14
H -0.40691 -0.14103 -3.51688 0.00 0.00 0.00 0.13
H -5.20511 -0.74533 -2.73039 0.00 0.00 0.01 0.14

4.
24
Properties=species:S:1:pos:R:3:forces:R:3:lowdin_charge:R:1 method="wB97M-V/def2-TZVPD" multiplicity=1 max_force_ha_per_bohr=0.0974 energy_ha=-384.84716 lumo_energy_ev=-4.375 charge=+1 gap_ev=8.94 relative_energy_kcal_mol=93.9
C 1.59586 0.57016 -0.16655 -2.34 -3.33 0.07 -0.03
C 1.64166 -1.76551 0.10644 -3.13 2.71 2.07 -0.09
C 0.12869 -1.51977 0.38080 0.30 -1.18 0.49 -0.19
C 1.93021 1.93159 -0.38933 -0.53 1.60 1.04 -0.01
C -1.50218 1.10489 0.90598 0.53 -0.13 -0.04 -0.03
C -2.56250 -0.53975 -0.75727 1.06 0.23 -1.20 -0.01
C -1.31952 0.33857 -0.42788 -1.94 0.68 1.58 -0.48
N 2.24801 -0.44972 0.24086 2.42 1.22 -0.12 0.08
N -0.24411 -0.50340 -0.55652 4.99 0.35 0.24 0.08
H 2.00979 -2.34501 0.85607 1.32 -2.19 1.59 0.10
H 1.71851 -2.05204 -0.86087 0.72 -1.37 -2.84 0.10
H -0.33340 -2.46975 0.06954 -0.13 0.23 -0.20 0.14
H -0.11127 -1.47244 1.48656 0.29 0.71 -1.08 0.15
H 2.96206 2.26806 -0.29540 0.20 -0.44 -0.32 0.11
H 1.38308 2.50357 0.39602 0.13 -0.24 -0.42 0.12
H 1.44821 2.22561 -1.30980 0.10 0.29 -0.46 0.11
H -0.86160 2.03616 0.86846 -1.09 -0.75 0.10 0.08
H -2.60118 1.29570 1.01150 1.24 0.27 0.38 0.10
H -1.09047 0.50407 1.74893 -0.71 0.37 -0.38 0.08
H -2.50957 -0.90097 -1.78691 -0.21 0.73 -0.26 0.09
H -3.39769 0.09219 -0.55244 -0.86 -0.04 -0.13 0.08
H -2.60408 -1.48466 -0.27740 -0.09 -0.53 1.43 0.07
H -1.22939 1.07509 -1.18927 -0.13 0.54 -0.94 0.13
H 3.30089 -0.44263 0.49848 -2.16 0.30 -0.59 0.23

5.
16
Properties=species:S:1:pos:R:3:forces:R:3:lowdin_charge:R:1 method="wB97M-V/def2-TZVPD" multiplicity=1 max_force_ha_per_bohr=0.0257 energy_ha=-748.00883 lumo_energy_ev="-0.440 / 0.015" gap_ev="7.15 / 7.65" relative_energy_kcal_mol=60.9
C -0.41021 -0.77357 1.28530 -0.17 -0.97 0.53 -0.44
C 0.03047 0.28851 0.44772 0.14 0.43 -0.53 -0.46
C -1.09960 -2.93248 -0.41960 0.76 0.64 0.40 -0.46
C 0.25610 1.59734 1.18420 0.01 -0.04 -0.19 -0.05
C 0.73963 1.17832 -1.64285 0.04 0.25 -0.10 -0.15
N 0.23108 0.13979 -0.80953 -0.52 -1.18 0.30 -0.01
F -1.24898 -4.25204 -0.59833 -0.07 -0.01 0.24 -0.06
S -0.74145 -2.41372 1.12261 -0.28 0.37 -0.69 1.06
H -0.47473 -0.55353 2.33888 -0.05 -0.12 0.15 0.03
H -0.89415 -2.37478 -1.31811 -0.11 0.20 -0.05 0.06
H 1.31552 1.85447 1.16942 0.02 0.07 0.01 0.09
H -0.07777 1.54229 2.21636 0.01 0.02 0.02 0.07
H -0.29358 2.39544 0.68514 0.03 0.07 0.05 0.08
H 0.33933 1.02052 -2.64653 0.13 0.18 0.00 0.07
H 0.50028 2.19561 -1.31430 0.00 0.02 -0.04 0.07
H 1.82805 1.08784 -1.70037 0.05 0.09 -0.09 0.08

6.
18
Properties=species:S:1:pos:R:3:forces:R:3:lowdin_charge:R:1 method="wB97M-V/def2-TZVPD" multiplicity=1 max_force_ha_per_bohr=0.1306 energy_ha=-903.75436 lumo_energy_ev=-5.533 charge=+1 gap_ev=7.81 relative_energy_kcal_mol=31.0
C 2.53034 0.09068 -0.16018 -1.04 0.84 -0.71 -0.04
C 1.75990 0.73552 -1.16096 -2.07 -1.86 1.33 0.00
C 1.95134 -0.27434 1.03311 0.75 -0.24 2.77 -0.05
C 0.36544 0.91591 -0.93138 1.96 0.59 0.47 0.02
C 0.65029 0.15263 1.37573 1.14 -1.36 0.04 -0.01
C -0.10547 0.69455 0.37153 1.06 0.19 -1.30 -0.30
N -1.44983 -1.93966 -0.21722 2.48 -1.42 -0.22 -0.27
N -0.48000 -2.35825 0.19263 -1.35 0.13 -0.53 0.24
N -2.44304 -1.35466 -0.51432 -0.85 1.52 2.59 0.11
N -1.41435 0.93763 0.60935 -4.37 1.02 0.48 0.18
N -2.53221 1.17732 0.41522 6.61 -0.90 0.82 -0.58
S -3.93984 1.51720 0.25696 -3.64 0.76 -0.40 1.01
H 3.56406 -0.09300 -0.38201 0.25 -0.35 0.07 0.12
H 2.15839 0.62485 -2.13251 0.29 1.00 -1.11 0.10
H 2.58670 -0.84608 1.81679 -1.30 1.11 -1.44 0.16
H -0.34650 1.37479 -1.58961 0.14 -0.10 -0.78 0.11
H 0.15657 -0.09112 2.30838 0.36 0.03 0.11 0.13
H -3.01179 -1.26397 -1.29149 -0.41 -0.96 -2.20 0.07

7.
13
Properties=species:S:1:pos:R:3:forces:R:3:lowdin_charge:R:1 method="wB97M-V/def2-TZVPD" multiplicity=1 max_force_ha_per_bohr=0.0782 energy_ha=-269.54010 lumo_energy_ev=0.722 gap_ev=11.73 relative_energy_kcal_mol=34.4
C 1.72240 -1.08399 -0.85350 3.24 2.35 0.33 -0.17
C 0.75737 0.00130 -1.42122 -1.42 -1.51 0.94 -0.15
H 1.22182 -1.89773 -0.49456 -1.56 -2.12 1.03 0.01
H 2.67948 -1.53029 -1.31105 -1.81 0.95 -0.85 0.09
H 2.29192 -0.63628 0.00857 -0.96 -0.19 -0.24 0.06
H 1.25525 0.83156 -1.87880 0.10 0.53 -0.04 0.05
H 0.00234 0.30649 -0.60805 1.63 0.08 -0.76 0.06
H -0.00368 -0.41185 -2.10245 0.75 -0.07 -0.40 0.06
O -2.45822 1.20391 0.50128 -0.17 0.37 0.73 0.06
C -2.37934 1.07130 1.69166 -1.31 -2.31 -0.03 -0.38
O -1.20332 0.95528 2.34735 -1.04 0.30 1.11 0.06
H -3.28081 0.67753 2.36013 1.57 1.59 -0.98 0.17
H -0.60522 0.51277 1.76063 0.98 0.03 -0.83 0.08

Which value of multiplicity does entry 2 give? 1